# 1
{
  "formula": "C18H24N3O2",
  "method": "ωB97M-V/def2-TZVPD",
  "symbols": ["C", "C", "N", "C", "C", "C", "C", "C", "O", "C", "N", "C", "C", "N", "C", "C", "O", "C", "C", "C", "C", "C", "C", "H", "H", "H", "H", "H", "H", "H", "H", "H", "H", "H", "H", "H", "H", "H", "H", "H", "H", "H", "H", "H", "H", "H", "H"],
  "positions_angstrom": [[-1.48, -3.39, 0.90], [-2.38, -2.18, 1.10], [-1.61, -0.99, 1.51], [-2.26, 0.29, 1.10], [-3.68, 0.46, 1.62], [-1.21, -1.01, 2.94], [0.12, -0.29, 3.18], [1.27, -0.94, 2.42], [1.01, -0.91, 1.01], [1.64, 0.04, 0.26], [2.65, 0.72, 0.76], [3.28, 1.62, -0.01], [4.43, 2.34, 0.60], [2.97, 1.90, -1.26], [1.94, 1.24, -1.77], [1.21, 0.28, -1.03], [0.17, -0.24, -1.74], [0.23, 0.37, -2.97], [-0.62, 0.14, -4.04], [-0.39, 0.86, -5.19], [0.66, 1.78, -5.29], [1.51, 2.01, -4.23], [1.30, 1.29, -3.05], [-2.06, -4.22, 0.52], [-1.01, -3.71, 1.82], [-0.70, -3.16, 0.17], [-3.15, -2.39, 1.85], [-2.88, -1.95, 0.15], [-0.70, -1.03, 1.00], [-2.26, 0.32, 0.01], [-1.64, 1.11, 1.47], [-4.35, -0.29, 1.21], [-3.73, 0.42, 2.70], [-4.05, 1.43, 1.31], [-1.10, -2.05, 3.25], [-2.00, -0.56, 3.54], [0.34, -0.31, 4.24], [0.05, 0.76, 2.89], [1.38, -1.99, 2.69], [2.21, -0.42, 2.61], [5.30, 1.68, 0.62], [4.67, 3.21, 0.01], [4.20, 2.61, 1.63], [-1.43, -0.57, -3.97], [-1.03, 0.71, -6.05], [0.81, 2.32, -6.21], [2.33, 2.71, -4.28]],
  "spin_multiplicity": 1,
  "homo_ev": -11.44,
  "total_charge": 1,
  "e_above_lowest_kcal_mol": 0.00,
  "smiles": "CC[NH+](CC)CCCOc1nc(C)nc2c1oc1ccccc12"
}

---

# 2
{
  "formula": "C4H15NO2",
  "method": "ωB97M-V/def2-TZVPD",
  "symbols": ["C", "N", "C", "C", "C", "H", "H", "H", "H", "H", "H", "H", "H", "H", "H", "H", "O", "H", "H", "O", "H", "H"],
  "positions_angstrom": [[-2.53, 1.54, -2.48], [-1.51, 1.75, -1.38], [-0.05, 1.62, -1.51], [0.91, 1.95, -0.27], [0.17, 0.24, -2.25], [-2.14, 1.96, -3.45], [-2.71, 0.44, -2.78], [-3.46, 2.03, -2.08], [-1.97, 1.62, -0.50], [0.25, 2.38, -2.30], [1.96, 1.99, -0.55], [0.61, 2.87, 0.22], [0.92, 1.31, 0.59], [-0.62, 0.14, -2.94], [1.16, 0.17, -2.70], [0.27, -0.45, -1.33], [0.66, -3.54, 5.61], [1.31, -3.91, 6.27], [0.35, -2.69, 5.97], [2.31, -3.43, 2.66], [1.93, -4.03, 3.39], [2.20, -3.95, 1.80]],
  "spin_multiplicity": 1,
  "homo_ev": -7.95,
  "e_above_lowest_kcal_mol": 56.81,
  "smiles": "CNC(C)C.O.O"
}

---

# 3
{
  "formula": "C4H7NO2",
  "method": "ωB97M-V/def2-TZVPD",
  "symbols": ["C", "C", "C", "O", "C", "N", "O", "H", "H", "H", "H", "H", "H", "H"],
  "positions_angstrom": [[1.16, 0.98, -0.10], [0.11, -0.08, -0.44], [0.81, -1.36, -0.89], [1.91, -1.36, -1.38], [-0.88, -0.44, 0.67], [-1.90, 0.45, 0.89], [-0.81, -1.49, 1.29], [1.78, 0.68, 0.75], [1.83, 1.08, -0.96], [0.73, 1.96, 0.11], [-0.48, 0.28, -1.30], [0.24, -2.29, -0.75], [-1.94, 1.36, 0.48], [-2.55, 0.22, 1.63]],
  "spin_multiplicity": 1,
  "homo_ev": -9.83,
  "e_above_lowest_kcal_mol": 11.85,
  "smiles": "C[C@@H](C=O)C(N)=O"
}

---

# 4
{
  "formula": "C6H10F2N2O5Si2",
  "method": "ωB97M-V/def2-TZVPD",
  "symbols": ["C", "C", "O", "O", "C", "Si", "N", "C", "C", "O", "F", "O", "Si", "F", "N", "C", "O", "H", "H", "H", "H", "H", "H", "H", "H", "H", "H"],
  "positions_angstrom": [[0.61, 3.49, 2.08], [0.10, 3.03, 0.75], [-0.71, 3.60, 0.09], [0.67, 1.84, 0.33], [-0.24, 0.72, 0.35], [0.79, -0.71, -0.30], [2.06, -1.21, 0.72], [1.58, -0.24, -1.93], [0.66, 0.31, -2.98], [0.83, 1.19, -3.73], [-0.52, -0.37, -3.00], [-0.20, -2.01, -0.56], [-1.64, -2.33, 0.09], [-2.77, -1.38, -0.53], [-2.06, -3.96, -0.25], [-3.08, -4.46, 0.20], [-4.06, -4.93, 0.62], [1.62, 3.12, 2.28], [0.58, 4.58, 2.12], [-0.06, 3.10, 2.86], [-1.10, 0.91, -0.30], [-0.62, 0.54, 1.37], [1.87, -1.29, 1.71], [2.95, -0.75, 0.59], [2.00, -1.18, -2.31], [2.38, 0.49, -1.81], [-1.62, -2.09, 1.54]],
  "spin_multiplicity": 1,
  "homo_ev": -10.61
}

---

# 5
{
  "formula": "C43H48BrCsN8O7S3",
  "method": "ωB97M-V/def2-TZVPD",
  "symbols": ["Cs", "N", "C", "S", "N", "N", "C", "C", "C", "C", "C", "C", "C", "C", "C", "C", "C", "C", "N", "H", "H", "H", "H", "H", "H", "H", "H", "H", "H", "H", "O", "S", "C", "C", "C", "C", "H", "H", "H", "H", "H", "H", "H", "H", "C", "C", "C", "N", "C", "S", "N", "C", "O", "C", "C", "C", "C", "C", "C", "H", "H", "H", "H", "H", "H", "H", "H", "H", "H", "H", "H", "H", "H", "Br", "C", "C", "C", "C", "C", "C", "C", "O", "O", "H", "H", "H", "H", "C", "C", "C", "C", "C", "C", "O", "N", "C", "O", "N", "C", "O", "H", "H", "H", "H", "H", "H", "H", "H", "H", "H", "H"],
  "positions_angstrom": [[0.02, -0.31, 1.42], [3.59, 0.07, -2.97], [2.36, 0.17, -2.35], [2.08, 1.57, -1.42], [1.61, -0.90, -2.59], [0.43, -0.95, -1.95], [-0.23, -2.05, -2.14], [0.26, -3.19, -2.95], [-0.47, -3.64, -4.05], [-0.02, -4.72, -4.81], [1.16, -5.36, -4.47], [1.89, -4.92, -3.38], [1.45, -3.84, -2.62], [-1.49, -2.24, -1.39], [-1.84, -3.52, -0.94], [-2.94, -3.68, -0.12], [-3.68, -2.56, 0.22], [-3.28, -1.34, -0.29], [-2.23, -1.17, -1.09], [4.01, 0.97, -3.16], [3.58, -0.58, -3.74], [-1.40, -3.14, -4.30], [-0.60, -5.05, -5.66], [1.51, -6.20, -5.06], [2.82, -5.42, -3.11], [2.03, -3.48, -1.78], [-1.22, -4.36, -1.20], [-3.19, -4.65, 0.27], [-4.52, -2.62, 0.90], [-3.83, -0.45, -0.01], [-0.39, 2.42, 3.37], [-0.48, 3.33, 2.19], [-0.15, 4.99, 2.85], [1.36, 5.02, 3.09], [1.95, 4.51, 1.78], [1.17, 3.25, 1.41], [-0.77, 5.10, 3.74], [-0.46, 5.72, 2.10], [1.60, 4.32, 3.89], [1.72, 6.01, 3.37], [3.01, 4.26, 1.88], [1.84, 5.27, 1.01], [1.62, 2.36, 1.85], [1.05, 3.10, 0.34], [-5.00, 2.32, -4.07], [-4.65, 1.29, -3.01], [-3.46, 1.70, -2.14], [-2.18, 1.46, -2.78], [-1.44, 2.43, -3.29], [-1.84, 4.04, -3.32], [-0.15, 2.02, -3.73], [0.18, 1.21, -4.77], [1.33, 0.86, -4.98], [-0.90, 0.76, -5.71], [-0.90, -0.59, -6.06], [-1.83, -1.07, -6.97], [-2.75, -0.19, -7.56], [-2.72, 1.15, -7.23], [-1.81, 1.63, -6.30], [-5.86, 2.00, -4.67], [-4.16, 2.49, -4.75], [-5.25, 3.28, -3.61], [-4.43, 0.32, -3.48], [-5.51, 1.12, -2.36], [-3.44, 1.11, -1.24], [-3.53, 2.75, -1.88], [-1.71, 0.60, -2.51], [0.55, 2.17, -2.97], [-0.17, -1.24, -5.62], [-1.84, -2.12, -7.23], [-3.47, -0.57, -8.27], [-3.43, 1.83, -7.68], [-1.80, 2.68, -6.03], [-3.39, -4.27, 4.43], [-3.37, -2.52, 5.20], [-3.98, -2.39, 6.45], [-4.03, -1.14, 7.05], [-3.50, -0.04, 6.38], [-2.93, -0.19, 5.13], [-2.84, -1.44, 4.52], [-2.13, -1.50, 3.16], [-1.29, -2.40, 2.99], [-2.43, -0.56, 2.39], [-4.40, -3.25, 6.94], [-4.48, -1.03, 8.02], [-3.53, 0.94, 6.84], [-2.52, 0.66, 4.59], [2.99, 0.36, 6.05], [4.38, 0.70, 5.54], [4.60, 0.28, 4.08], [6.00, 0.72, 3.61], [6.31, 0.39, 2.15], [4.54, -1.23, 3.99], [5.20, -1.96, 4.72], [3.72, -1.72, 3.04], [2.92, -0.97, 2.13], [2.32, -1.63, 1.29], [2.81, 0.36, 2.27], [3.57, 1.00, 3.19], [3.51, 2.22, 3.34], [2.86, 0.67, 7.09], [2.80, -0.71, 6.01], [2.22, 0.86, 5.46], [5.14, 0.21, 6.14], [4.54, 1.78, 5.58], [6.73, 0.24, 4.27], [6.06, 1.80, 3.77], [6.27, -0.68, 1.97], [7.30, 0.73, 1.88], [5.59, 0.87, 1.48], [3.67, -2.72, 2.93]],
  "spin_multiplicity": 1,
  "homo_ev": -2.56,
  "total_charge": -2,
  "e_above_lowest_kcal_mol": 14.01
}

---

# 6
{
  "formula": "C3H10N",
  "method": "ωB97M-V/def2-TZVPD",
  "symbols": ["C", "H", "H", "H", "H", "C", "C", "N", "H", "H", "H", "H", "H", "H"],
  "positions_angstrom": [[-5.32, 3.93, -2.98], [-4.85, 4.89, -2.76], [-6.26, 4.12, -3.49], [-5.21, 3.29, -2.11], [-4.83, 3.35, -3.77], [2.63, -1.71, 0.13], [2.05, -1.44, 2.40], [1.63, -1.59, 1.19], [2.85, -2.70, -0.26], [3.61, -1.35, 0.44], [2.37, -0.98, -0.63], [3.12, -1.52, 2.51], [1.37, -1.14, 3.19], [0.62, -1.53, 1.24]],
  "spin_multiplicity": 1,
  "homo_ev": -13.80,
  "total_charge": 1,
  "e_above_lowest_kcal_mol": 48.23
}

---

# 7
{
  "formula": "C2H4Br2N",
  "method": "ωB97M-V/def2-TZVPD",
  "symbols": ["C", "C", "N", "Br", "Br", "H", "H", "H", "H"],
  "positions_angstrom": [[0.62, -0.80, -0.43], [-0.43, -0.82, 0.57], [0.00, 0.49, 0.06], [2.41, -1.15, -0.02], [-2.23, -1.27, -0.01], [0.30, -1.07, -1.76], [-0.32, -0.94, 1.58], [0.57, 1.08, 0.58], [-0.63, 1.15, -0.32]],
  "spin_multiplicity": 3,
  "homo_ev": [-10.54, -15.10],
  "s2": 2.0044,
  "total_charge": 1,
  "e_above_lowest_kcal_mol": 73.58
}

---

# 8
{
  "formula": "C4H7NO2",
  "method": "ωB97M-V/def2-TZVPD",
  "symbols": ["O", "C", "C", "C", "C", "N", "O", "H", "H", "H", "H", "H", "H", "H"],
  "positions_angstrom": [[1.61, -1.15, -1.07], [0.48, -1.00, -0.66], [-0.11, 0.31, -0.30], [-1.62, 0.38, 0.04], [-0.62, 0.29, 1.08], [-0.33, 0.08, 2.29], [1.05, -0.06, 2.43], [-0.18, -1.88, -0.47], [0.38, 1.20, -0.68], [-2.11, 1.34, -0.12], [-2.24, -0.49, -0.18], [1.15, -0.22, 3.38], [1.05, 0.81, -3.07], [1.49, 0.38, -2.66]],
  "spin_multiplicity": 1,
  "homo_ev": -9.94,
  "e_above_lowest_kcal_mol": 118.89,
  "smiles": "O=C[C@H]1C/C1=N/O.[H][H]"
}

---

# 9
{
  "formula": "C27H43BrN2P2Sn",
  "method": "ωB97M-V/def2-TZVPD",
  "symbols": ["N", "C", "C", "C", "C", "C", "C", "Sn", "P", "C", "C", "C", "C", "C", "C", "C", "Br", "H", "H", "H", "H", "H", "H", "H", "H", "H", "H", "P", "C", "C", "H", "H", "H", "H", "H", "C", "C", "H", "H", "H", "H", "H", "C", "C", "H", "H", "H", "H", "H", "C", "C", "H", "H", "H", "H", "H", "C", "C", "H", "H", "H", "H", "H", "C", "C", "H", "H", "H", "H", "H", "C", "C", "N", "H", "H", "H"],
  "positions_angstrom": [[-5.70, 3.89, -3.65], [-5.61, 4.35, -2.40], [-4.74, 3.74, -1.48], [-3.92, 2.64, -1.87], [-4.04, 2.23, -3.22], [-4.97, 2.87, -4.06], [-2.97, 2.05, -0.93], [0.30, -0.38, -0.07], [3.41, -0.39, 0.21], [-1.71, 1.52, -1.18], [-0.59, 2.34, -0.67], [0.64, 2.43, -1.32], [1.66, 3.32, -0.89], [1.49, 4.10, 0.28], [0.23, 4.05, 0.91], [-0.75, 3.12, 0.52], [2.85, 4.92, 1.17], [-3.21, 2.35, 0.09], [-1.56, 0.77, -1.96], [-4.74, 4.16, -0.48], [-3.48, 1.38, -3.57], [-6.24, 5.21, -2.14], [-5.08, 2.54, -5.11], [0.80, 1.81, -2.19], [-1.58, 2.92, 1.19], [2.55, 3.41, -1.51], [-0.03, 4.80, 1.68], [-1.06, -2.52, 0.19], [4.01, 1.34, 0.47], [5.44, 1.78, 0.16], [3.81, 1.55, 1.54], [3.30, 1.92, -0.12], [5.51, 2.85, 0.40], [6.20, 1.26, 0.76], [5.70, 1.68, -0.90], [3.16, -1.16, -1.42], [4.24, -2.12, -1.93], [3.01, -0.35, -2.16], [2.22, -1.72, -1.34], [3.95, -2.50, -2.91], [5.21, -1.64, -2.04], [4.36, -2.98, -1.26], [3.14, -1.14, 1.84], [4.38, -1.26, 2.72], [2.71, -2.15, 1.68], [2.33, -0.52, 2.28], [4.29, -2.14, 3.35], [5.29, -1.38, 2.12], [4.54, -0.41, 3.40], [-1.07, -3.58, 1.63], [-1.98, -4.78, 1.43], [-1.38, -2.96, 2.48], [-0.04, -3.92, 1.84], [-3.02, -4.51, 1.20], [-1.63, -5.44, 0.63], [-1.98, -5.39, 2.35], [-0.18, -3.45, -1.10], [-0.11, -2.81, -2.50], [-0.73, -4.40, -1.15], [0.83, -3.69, -0.72], [-1.12, -2.67, -2.92], [0.41, -1.83, -2.52], [0.45, -3.49, -3.16], [-2.73, -2.16, -0.31], [-3.67, -1.79, 0.84], [-3.03, -3.09, -0.81], [-2.69, -1.37, -1.06], [-4.60, -1.39, 0.42], [-3.94, -2.67, 1.45], [-3.25, -1.02, 1.51], [-0.70, 0.48, 4.81], [-0.22, -0.08, 3.56], [0.14, -0.43, 2.51], [-1.72, 0.85, 4.68], [-0.06, 1.31, 5.13], [-0.71, -0.28, 5.60]],
  "spin_multiplicity": 1,
  "homo_ev": [-12.49, -12.49],
  "total_charge": 2,
  "e_above_lowest_kcal_mol": 19.95
}

---

# 10
{
  "formula": "C14H17HfN3S",
  "method": "ωB97M-V/def2-TZVPD",
  "symbols": ["C", "C", "H", "H", "H", "H", "H", "H", "C", "C", "C", "C", "H", "H", "H", "H", "N", "C", "C", "N", "C", "C", "C", "H", "H", "C", "H", "H", "Hf", "C", "H", "H", "H", "S", "C", "N"],
  "positions_angstrom": [[0.10, -0.01, 2.03], [0.20, 1.85, 0.67], [-0.95, 0.17, 2.29], [0.74, 0.53, 2.74], [0.24, -1.07, 2.35], [-0.18, 2.21, -0.29], [-1.44, 3.22, 1.25], [1.21, 2.26, 0.80], [-0.75, -3.15, 0.38], [-1.26, -4.39, -0.03], [-1.44, -4.63, -1.40], [-1.16, -3.65, -2.34], [-0.60, -2.85, 1.42], [-1.50, -5.13, 0.73], [-1.80, -5.60, -1.73], [-1.31, -3.79, -3.42], [-0.41, -2.22, -0.56], [-0.67, -2.41, -1.92], [-0.38, -1.28, -2.81], [0.10, -0.12, -2.23], [0.35, 1.01, -2.97], [-0.24, -0.21, -4.97], [0.19, 0.97, -4.35], [0.68, 1.89, -2.41], [0.41, 1.87, -4.93], [-0.54, -1.34, -4.20], [-0.87, -2.28, -4.63], [-0.34, -0.27, -6.05], [0.71, -0.47, -0.22], [2.78, -0.78, -0.29], [3.24, -0.14, -1.05], [3.00, -1.82, -0.52], [3.25, -0.54, 0.67], [-0.19, 3.14, 4.39], [-0.42, 2.85, 2.91], [-0.66, 2.68, 1.66]],
  "spin_multiplicity": 1,
  "homo_ev": -12.98,
  "total_charge": 2,
  "e_above_lowest_kcal_mol": 89.09
}

---

# 11
{
  "formula": "C7H19NO",
  "method": "ωB97M-V/def2-TZVPD",
  "symbols": ["C", "C", "C", "C", "N", "H", "H", "H", "H", "H", "H", "H", "H", "H", "H", "H", "C", "C", "C", "O", "H", "H", "H", "H", "H", "H", "H", "H"],
  "positions_angstrom": [[0.48, 1.50, 0.50], [-0.12, 0.95, 1.79], [2.01, 1.56, 0.59], [-0.08, 2.92, 0.24], [0.13, 0.60, -0.60], [0.34, 1.01, -1.50], [-0.85, 0.29, -0.57], [0.11, 1.60, 2.63], [2.41, 0.57, 0.77], [0.34, 3.34, -0.68], [-1.20, 0.85, 1.70], [0.27, -0.04, 2.00], [2.32, 2.22, 1.41], [2.44, 1.94, -0.33], [-1.17, 2.88, 0.13], [0.16, 3.58, 1.06], [0.18, -1.97, -0.97], [-2.43, -1.91, -1.48], [0.78, -2.42, 0.33], [-1.49, -1.52, -0.54], [-0.17, -2.79, -1.60], [0.87, -1.43, -1.62], [-2.20, -2.89, -1.93], [-2.52, -1.20, -2.32], [-3.40, -2.03, -0.98], [1.26, -1.59, 0.85], [0.01, -2.83, 0.98], [1.53, -3.19, 0.13]],
  "spin_multiplicity": 1,
  "homo_ev": -8.63,
  "e_above_lowest_kcal_mol": 55.82
}

---

# 12
{
  "formula": "C4H17NO3",
  "method": "ωB97M-V/def2-TZVPD",
  "symbols": ["C", "C", "N", "C", "C", "H", "H", "H", "H", "H", "H", "H", "H", "H", "H", "H", "H", "H", "O", "H", "H", "O", "H", "H", "O"],
  "positions_angstrom": [[2.06, 1.08, 1.13], [0.67, 0.44, 1.20], [-0.09, 0.54, -0.05], [-1.45, 0.04, 0.16], [-0.08, 1.82, -0.73], [2.61, 0.80, 0.24], [2.00, 2.17, 1.22], [2.64, 0.76, 1.99], [0.11, 0.94, 1.99], [0.82, -0.63, 1.39], [-2.06, 0.74, 0.71], [-1.46, -0.93, 0.65], [-1.88, -0.25, -0.79], [-0.73, 2.52, -0.25], [0.91, 2.24, -0.70], [-0.53, 1.69, -1.72], [-3.99, 0.46, -2.61], [-2.56, 0.22, -1.95], [-3.05, 0.67, -2.64], [0.92, -2.84, 2.30], [0.99, -2.65, 0.81], [0.35, -2.63, 1.54], [1.16, -1.65, -1.19], [1.01, -3.07, -1.58], [1.63, -2.49, -1.12]],
  "spin_multiplicity": 2,
  "homo_ev": [-15.00, -14.99],
  "s2": 0.7541,
  "total_charge": 1,
  "e_above_lowest_kcal_mol": 11.41
}

---

What calculated total energy values result from the calculations? In sequence: -27615.48958, -9974.62249, -9846.76572, -40799.55866, -174726.22937, -4754.77384, -143698.99861, -9842.12416, -126109.82830, -31386.94729, -11102.68790, -12047.35974 eV.